1.
This record from OMol25 describes an isolated molecule of C5H11N3. The level of theory is ωB97M-V/def2-TZVPD.

Results
**Structure (SMILES)**: N[C@@H]1[C@@H]2NCC[C@@]12N
**HOMO**: -0.285 Ha
**Relative energy (zero: lowest compared OMol25 entry of this formula, charge and spin)**: 5.288 eV
**Gap between HOMO and LUMO**: 8.49 eV
**Multiplicity**: 1
**Charge**: 0
**E**: -9828.6180 eV

```
19
Properties=species:S:1:pos:R:3:mulliken_charge:R:1
C -0.40 1.14 -0.90 0.321
C 0.68 0.20 -0.63 -0.770
C 1.00 -1.16 1.27 -0.705
C 0.21 0.20 1.58 -0.560
C -0.56 0.30 0.34 0.341
H -0.78 1.38 -2.84 0.306
H -2.23 1.42 -1.74 0.275
H 0.07 2.15 -0.68 0.252
H 1.61 0.81 -0.36 0.172
H 1.88 -1.39 -0.47 0.353
H 0.54 -1.99 1.72 0.389
H 1.98 -1.11 1.73 0.360
H -0.27 0.07 2.60 0.310
H 0.93 1.08 1.65 0.233
H -0.89 -1.66 -0.24 0.335
H -1.97 -0.38 -0.85 0.455
N -1.27 0.93 -2.02 -0.729
N 0.94 -1.18 -0.20 -0.546
N -1.49 -0.79 0.03 -0.792
```

2.
This record from OMol25 describes a cluster of 9 separate species, C9H18Cl18 in total. The level of theory is ωB97M-V/def2-TZVPD.

Results
**Structure (SMILES)**: ClCCl.ClCCl.ClCCl.ClCCl.ClCCl.ClCCl.ClCCl.ClCCl.ClCCl
**HOMO**: -0.392 Ha
**Relative energy (zero: lowest compared OMol25 entry of this formula, charge and spin)**: 0.295 eV
**Gap between HOMO and LUMO**: 10.95 eV
**Multiplicity**: 1
**Charge**: 0
**E**: -235028.8863 eV

```
45
Properties=species:S:1:pos:R:3:mulliken_charge:R:1
C 0.72 0.16 -4.55 0.072
Cl 0.71 0.55 -6.30 -0.183
Cl 0.94 -1.55 -4.23 -0.136
H 1.52 0.70 -4.08 0.186
H -0.25 0.44 -4.15 0.063
C -1.47 4.06 -3.64 -0.016
Cl -1.61 3.35 -5.23 -0.146
Cl -2.98 4.00 -2.77 -0.123
H -0.73 3.51 -3.07 0.010
H -1.21 5.10 -3.74 0.319
C 4.32 -1.54 -0.41 0.357
Cl 4.84 -1.61 -2.10 -0.151
Cl 4.84 -0.04 0.40 -0.136
H 3.24 -1.57 -0.40 -0.418
H 4.74 -2.38 0.12 0.316
C -2.07 2.52 4.10 -0.481
Cl -3.70 1.90 4.29 -0.133
Cl -1.34 1.97 2.60 0.017
H -2.11 3.60 4.08 0.356
H -1.47 2.18 4.94 0.264
C -4.68 1.65 -0.52 0.051
Cl -5.23 0.94 -2.06 -0.157
Cl -5.14 0.69 0.89 -0.148
H -3.61 1.71 -0.56 -0.039
H -5.10 2.64 -0.43 0.289
C 1.06 -4.73 -0.53 -0.470
Cl 1.02 -2.98 -0.37 0.022
Cl 0.25 -5.54 0.81 -0.162
H 0.56 -5.00 -1.45 0.332
H 2.09 -5.05 -0.55 0.274
C 0.55 0.64 -0.46 0.192
Cl -0.57 1.47 -1.56 -0.175
Cl 2.11 0.34 -1.23 -0.109
H 0.69 1.29 0.39 0.044
H 0.11 -0.30 -0.18 -0.022
C 2.80 -0.49 3.30 -0.602
Cl 1.83 0.64 2.35 -0.013
Cl 2.71 -2.13 2.65 -0.123
H 3.83 -0.16 3.25 0.372
H 2.44 -0.51 4.32 0.396
C -0.86 -2.23 3.22 0.207
Cl -0.91 -1.09 4.57 -0.159
Cl -1.66 -1.60 1.78 -0.097
H 0.17 -2.41 2.97 -0.296
H -1.36 -3.13 3.53 0.356
```

3.
This record from OMol25 describes a structure of composition C29H43N4O5PSTi. The level of theory is ωB97M-V/def2-TZVPD.

Results
**HOMO (alpha / beta)**: -0.187 / -0.188 Ha
**Gap between HOMO and LUMO (alpha / beta)**: 5.27 / 5.30 eV
**Multiplicity**: 1
**Charge**: 0
**E**: -90213.6041 eV

```
84
Properties=species:S:1:pos:R:3:mulliken_charge:R:1
Ti 0.18 -0.15 -0.18 -0.090
O -0.99 -2.99 2.47 -0.772
C -0.86 -1.98 1.80 0.517
O 0.08 -1.81 0.88 -0.471
C -1.67 -0.75 1.91 0.071
C -2.76 -0.55 2.73 -0.700
C -3.47 0.65 2.69 -1.006
C -3.05 1.61 1.77 -0.994
C -1.96 1.38 0.96 -0.137
N -1.23 0.21 1.03 1.819
C -1.43 2.27 -0.09 0.983
O -1.86 3.36 -0.39 -0.781
O -0.40 1.68 -0.69 -0.563
H -3.03 -1.36 3.39 0.570
H -4.32 0.82 3.33 0.414
H -3.57 2.56 1.65 0.563
C 1.34 -1.12 -5.86 -1.147
C 1.13 -2.02 -4.65 -0.257
C 0.06 -1.52 -3.73 0.305
N 0.20 -1.38 -2.46 -0.783
N -0.92 -0.90 -1.84 0.141
C -1.91 -0.65 -2.64 0.472
N -3.08 -0.14 -2.21 -0.401
S -1.54 -1.06 -4.28 -0.206
H 2.14 -1.50 -6.48 0.357
H 1.59 -0.10 -5.55 0.318
H 0.44 -1.07 -6.48 0.345
H 2.03 -2.09 -4.05 0.237
H 0.88 -3.03 -4.97 0.267
H -3.07 0.24 -1.26 0.211
H -3.69 0.32 -2.86 0.256
O 2.14 0.34 0.23 -0.640
P 3.09 0.71 1.37 0.211
C 2.81 2.43 1.96 0.497
C 1.38 2.91 1.66 -0.535
C 1.26 4.39 2.03 -1.204
C 1.54 4.64 3.53 -0.821
C 2.11 3.41 4.23 -0.872
C 3.23 2.75 3.43 -1.136
C 2.97 -0.46 2.75 0.809
C 3.09 -1.93 2.28 -1.375
C 2.41 -2.89 3.27 -0.702
C 2.51 -2.36 4.69 -0.841
C 1.69 -1.06 4.83 -1.018
C 1.66 -0.26 3.52 1.157
C 4.77 0.74 0.69 0.136
C 5.85 1.05 1.76 -0.857
C 6.68 -0.19 2.07 -0.511
C 7.44 -0.68 0.83 -0.827
C 6.61 -0.50 -0.46 -0.949
C 5.11 -0.50 -0.15 -0.641
H 3.46 3.01 1.30 0.907
H 0.64 2.31 2.19 -0.110
H 1.17 2.79 0.60 0.589
H 0.27 4.75 1.75 0.385
H 1.98 4.94 1.42 0.382
H 0.62 4.93 4.04 0.394
H 2.23 5.48 3.65 0.320
H 1.31 2.68 4.40 0.148
H 2.48 3.67 5.22 0.568
H 3.58 1.86 3.96 0.327
H 4.09 3.43 3.40 0.546
H 3.81 -0.23 3.42 1.127
H 4.14 -2.19 2.18 0.594
H 2.62 -2.04 1.30 0.081
H 2.87 -3.87 3.18 0.540
H 1.35 -3.02 3.00 0.060
H 3.56 -2.17 4.93 0.302
H 2.16 -3.10 5.41 0.504
H 2.11 -0.45 5.64 0.393
H 0.67 -1.30 5.11 0.415
H 1.47 0.79 3.73 -0.867
H 0.84 -0.60 2.89 -0.809
H 4.73 1.59 -0.01 0.444
H 5.40 1.45 2.67 0.168
H 6.51 1.84 1.39 0.562
H 6.01 -0.98 2.44 -0.021
H 7.38 0.01 2.88 0.580
H 7.71 -1.73 0.96 0.364
H 8.38 -0.12 0.74 0.315
H 6.85 -1.28 -1.18 0.435
H 6.86 0.45 -0.94 0.360
H 4.85 -1.42 0.37 0.131
H 4.52 -0.49 -1.07 0.448
```

4.
This record from OMol25 describes a structure of composition C31H23Br2N4O2RuS3. The level of theory is ωB97M-V/def2-TZVPD.

Results
**HOMO (alpha / beta)**: -0.055 / -0.060 Ha
**Relative energy (zero: lowest compared OMol25 entry of this formula, charge and spin)**: 0.000 eV
**Gap between HOMO and LUMO (alpha / beta)**: 5.34 / 5.47 eV
**Multiplicity**: 2
**Charge**: -2
**E**: -217752.7571 eV

```
66
Properties=species:S:1:pos:R:3:lowdin_spin:R:1
Ru -0.04 -0.63 0.03 0.798
S -1.23 0.18 4.33 -0.002
C -2.11 1.37 3.40 0.000
C -2.95 2.38 3.84 0.000
C -3.59 3.15 2.88 0.000
C -3.41 2.89 1.51 0.000
C -2.56 1.89 1.08 0.000
C -1.87 1.15 2.04 0.000
N -0.98 0.13 1.77 0.000
C -0.62 -0.50 2.85 -0.003
C 0.18 -1.70 2.72 0.000
C 0.57 -2.49 3.80 -0.001
C 1.28 -3.65 3.57 0.004
C 1.59 -4.00 2.25 -0.002
C 1.21 -3.21 1.18 0.000
C 0.50 -2.02 1.38 -0.014
H -3.12 2.55 4.89 0.000
H -4.25 3.94 3.19 0.000
H -3.94 3.49 0.78 0.000
H -2.42 1.64 0.04 0.000
H 0.30 -2.21 4.81 0.000
H 1.59 -4.28 4.39 0.000
H 2.15 -4.92 2.06 0.000
H 1.47 -3.50 0.18 0.000
S 0.92 -1.68 -1.85 0.033
C -0.22 -2.94 -2.20 0.020
C 0.15 -3.88 -3.22 0.003
N 0.46 -4.62 -4.04 0.009
C -1.40 -3.07 -1.53 -0.011
S -1.89 -1.96 -0.29 0.064
C -2.30 -4.14 -1.83 -0.003
N -3.04 -5.00 -2.04 -0.011
C 0.57 3.50 1.89 0.000
C 0.50 3.67 0.40 0.000
C 0.98 4.84 -0.22 0.000
C 0.80 5.02 -1.57 0.000
C 0.13 4.03 -2.32 0.000
C -0.21 4.15 -3.69 0.000
Br 0.29 5.71 -4.68 0.000
C -0.94 3.18 -4.31 0.000
C -1.33 2.03 -3.63 0.000
Br -2.33 0.72 -4.57 0.000
C -0.99 1.75 -2.29 0.001
O -1.29 0.68 -1.70 0.003
C -0.26 2.86 -1.63 0.000
N -0.07 2.71 -0.30 0.003
H 1.33 4.14 2.33 0.000
H 0.77 2.45 2.12 0.000
H -0.40 3.78 2.33 0.000
H 1.49 5.59 0.37 0.000
H 1.16 5.91 -2.06 0.000
H -1.22 3.29 -5.35 0.000
C 3.74 1.33 1.19 0.001
C 2.98 0.40 0.23 0.005
C 3.72 -0.95 0.22 0.005
C 3.01 1.04 -1.16 0.002
O 1.68 0.27 0.73 0.095
H 4.78 1.46 0.87 0.000
H 3.73 0.90 2.20 0.000
H 3.26 2.31 1.23 0.000
H 4.76 -0.81 -0.08 0.000
H 3.25 -1.64 -0.48 0.001
H 3.69 -1.38 1.22 0.000
H 4.03 1.05 -1.56 0.000
H 2.65 2.08 -1.11 0.000
H 2.38 0.51 -1.87 0.001
```

5.
This record from OMol25 describes a structure of composition C4H4CuO2. The level of theory is ωB97M-V/def2-TZVPD.

Results
**HOMO (alpha / beta)**: -0.464 / -0.518 Ha
**Relative energy (zero: lowest compared OMol25 entry of this formula, charge and spin)**: 1.233 eV
**Gap between HOMO and LUMO (alpha / beta)**: 6.94 / 8.19 eV
**Multiplicity**: 3
**Charge**: +1
**E**: -52933.1175 eV

```
11
Properties=species:S:1:pos:R:3:lowdin_spin:R:1
H -0.26 1.20 -1.47 0.051
O 1.71 0.42 1.83 0.027
C 0.30 0.27 1.69 0.147
C -0.03 -0.27 0.37 0.956
C -0.48 0.13 -0.84 0.159
H 1.89 0.94 2.62 0.002
H -0.21 1.24 1.82 0.033
H -0.09 -0.41 2.47 0.020
C -0.29 -0.28 -2.11 0.413
O -0.72 -0.89 -3.07 0.168
Cu -1.81 -2.36 -3.32 0.025
```

6.
This record from OMol25 describes a structure of composition C41H60InN8O4S. The level of theory is ωB97M-V/def2-TZVPD.

Results
**HOMO (alpha / beta)**: -0.519 / -0.519 Ha
**Relative energy (zero: lowest compared OMol25 entry of this formula, charge and spin)**: 1.131 eV
**Gap between HOMO and LUMO (alpha / beta)**: 3.25 / 3.25 eV
**Multiplicity**: 1
**Charge**: +3
**E**: -79585.0259 eV

```
115
Properties=species:S:1:pos:R:3:mulliken_charge:R:1
In 0.98 -0.39 -1.32 1.974
C -2.71 -1.50 5.16 -1.837
C -1.71 -1.19 4.08 -0.535
C -0.73 -0.25 4.24 -0.803
C 0.24 0.05 3.24 2.073
C 1.11 1.09 3.65 -0.900
N 2.14 1.75 3.18 0.068
C 2.97 1.61 1.98 0.781
C 4.36 1.09 2.36 -0.939
C 4.35 -0.38 2.78 -0.616
N 4.15 -1.24 1.63 0.316
C 4.75 -2.36 1.39 -0.011
C 4.50 -3.18 0.26 0.330
C 5.12 -4.43 0.18 -0.667
C 4.89 -5.31 -0.86 -0.037
C 5.56 -6.66 -0.92 -1.644
C 3.99 -4.91 -1.85 -0.730
C 3.31 -3.69 -1.81 0.861
C 2.26 -3.48 -2.75 -0.432
N 1.39 -2.52 -2.75 0.063
C 0.25 -2.71 -3.55 -0.517
C -0.86 -3.41 -2.76 -1.562
C -1.60 -2.63 -1.67 -0.240
N -0.82 -1.99 -0.62 0.266
C -1.17 -2.29 0.57 -1.236
C -0.87 -1.61 1.82 1.661
C -1.76 -1.86 2.85 -0.955
C 0.22 -0.70 2.00 -0.933
O 1.12 -0.61 1.12 0.215
C 3.58 -2.74 -0.77 0.387
O 3.05 -1.60 -0.76 -1.083
H -2.42 -1.07 6.11 0.358
H -2.82 -2.58 5.29 0.478
H -3.69 -1.10 4.89 0.367
H -0.69 0.30 5.18 0.413
H 0.85 1.47 4.64 0.457
H 2.50 2.46 3.80 0.394
H 3.06 2.60 1.53 0.029
H 2.47 0.95 1.29 -0.770
H 4.77 1.68 3.18 0.447
H 5.03 1.22 1.51 0.402
H 3.54 -0.56 3.49 0.198
H 5.29 -0.65 3.27 0.550
H 3.46 -0.98 0.92 -0.124
H 5.49 -2.70 2.12 0.508
H 5.80 -4.73 0.97 0.478
H 5.71 -7.05 0.08 0.405
H 6.54 -6.57 -1.39 0.328
H 4.97 -7.37 -1.50 0.393
H 3.78 -5.60 -2.66 0.488
H 2.16 -4.29 -3.49 0.383
H 0.45 -3.29 -4.47 0.691
H -0.29 -0.70 -3.20 -0.716
H -0.39 -4.28 -2.32 0.600
H -1.62 -3.79 -3.46 0.585
H -2.33 -3.33 -1.25 0.793
H -2.18 -1.81 -2.13 -0.725
H -1.90 -3.10 0.72 0.392
H -2.56 -2.57 2.70 0.544
N -4.04 -1.45 -6.22 -0.227
C -2.88 -1.30 -6.89 0.127
O -2.76 -1.34 -8.08 -0.551
C -1.61 -1.10 -6.07 -0.061
C -0.48 -0.70 -6.82 0.004
C 0.74 -0.47 -6.16 -1.379
C 0.86 -0.72 -4.84 -0.009
N -0.22 -1.28 -4.08 0.986
C -1.48 -1.33 -4.75 -0.580
H -4.87 -1.59 -6.79 0.281
H -4.18 -1.30 -5.24 0.151
H -0.59 -0.58 -7.89 0.607
H 1.60 -0.10 -6.71 0.517
H 1.77 -0.60 -4.28 0.631
H -2.31 -1.63 -4.12 0.710
C -2.93 0.23 -2.33 -0.178
C -2.08 1.34 -2.90 0.193
O -0.90 0.75 -3.50 -0.426
H -3.82 0.65 -1.86 0.690
H -2.36 -0.32 -1.57 -0.196
H -3.25 -0.45 -3.13 0.023
H -1.78 2.02 -2.11 -0.378
H -2.64 1.89 -3.66 0.479
H -0.48 1.43 -4.05 0.194
C 0.57 5.34 2.41 -0.732
C 1.11 5.81 1.06 -0.366
C 0.05 5.97 -0.02 -1.128
C -0.65 4.67 -0.40 -0.246
N -1.77 4.38 0.48 -0.047
C -2.14 3.19 0.97 -0.396
S -1.16 1.80 0.78 -0.229
N -3.29 3.13 1.65 -0.080
C -3.92 1.94 2.21 0.119
C -4.55 2.22 3.57 -1.100
C -3.56 2.14 4.74 0.434
C -2.47 3.21 4.72 -1.118
H 1.35 5.37 3.17 0.433
H 0.18 4.32 2.36 -0.107
H -0.24 6.00 2.75 0.343
H 1.88 5.11 0.71 0.165
H 1.60 6.78 1.20 0.372
H 0.52 6.38 -0.91 0.403
H -0.70 6.70 0.30 0.369
H 0.05 3.83 -0.34 0.269
H -1.02 4.73 -1.43 0.229
H -2.39 5.17 0.65 0.265
H -3.81 3.99 1.78 0.305
H -3.16 1.16 2.29 -0.268
H -4.69 1.59 1.51 0.203
H -5.34 1.49 3.74 0.452
H -5.02 3.21 3.55 0.394
H -3.10 1.15 4.75 -0.488
H -4.14 2.24 5.67 0.460
H -1.80 3.09 3.87 0.024
H -1.88 3.15 5.64 0.440
H -2.91 4.21 4.69 0.359
```

7.
This record from OMol25 describes a cluster of 4 separate species, C32H70ClN4O4 in total. The level of theory is ωB97M-V/def2-TZVPD.

Results
**HOMO**: -0.174 Ha
**Gap between HOMO and LUMO**: 7.04 eV
**Multiplicity**: 1
**Charge**: -1
**E**: -60993.4061 eV

```
111
Properties=species:S:1:pos:R:3:mulliken_charge:R:1
C 2.79 -2.01 -0.44 -1.269
C 2.73 -0.49 -0.23 0.051
C 1.87 0.27 -1.25 -0.350
C 0.49 -0.34 -1.50 -0.720
C -0.56 0.68 -2.00 -0.797
C -1.90 0.60 -1.24 -1.769
C -3.12 0.68 -2.13 1.656
C -4.42 0.88 -1.35 -1.660
C -4.65 0.03 -0.09 -0.440
C -6.08 -0.54 -0.04 -0.845
C -6.33 -1.65 -1.07 -0.093
C -7.22 -1.27 -2.27 -0.868
N -6.44 -1.24 -3.53 -0.401
O -3.24 -0.47 -3.05 -0.350
C -2.70 -1.60 -2.72 0.663
O -2.79 -2.24 -1.73 -0.456
Cl -1.71 -2.24 -4.07 -0.242
C -2.96 1.97 -3.04 0.151
O -3.11 1.82 -4.26 -0.762
O -2.72 3.00 -2.39 -0.735
H 1.99 -2.38 -1.07 0.334
H 2.72 -2.53 0.52 0.293
H 3.74 -2.31 -0.87 0.310
H 2.41 -0.21 0.78 0.345
H 3.75 -0.11 -0.33 -0.185
H 2.42 0.29 -2.20 0.022
H 1.75 1.30 -0.89 0.335
H 0.14 -0.87 -0.61 0.458
H 0.60 -1.11 -2.27 0.207
H -0.15 1.68 -1.89 0.553
H -0.75 0.48 -3.06 0.612
H -1.97 1.50 -0.62 0.567
H -1.91 -0.25 -0.55 0.608
H -4.35 1.93 -1.05 0.586
H -5.26 0.82 -2.04 0.448
H -3.91 -0.76 0.02 0.251
H -4.53 0.68 0.78 0.383
H -6.28 -0.88 0.97 -0.012
H -6.74 0.30 -0.26 0.541
H -5.38 -1.96 -1.49 -0.002
H -6.74 -2.53 -0.56 0.494
H -8.00 -2.03 -2.38 0.357
H -7.67 -0.29 -2.11 0.280
H -6.52 -0.36 -4.01 0.197
H -6.74 -1.96 -4.17 0.206
C 8.18 -1.64 -0.44 -1.380
C 8.30 -1.75 -1.96 -0.327
N 7.02 -1.73 -2.63 0.269
C 7.08 -2.13 -4.02 -0.664
C 7.88 -1.25 -4.99 -0.996
C 6.17 -0.58 -2.33 -0.705
C 6.73 0.82 -2.62 -0.869
H 7.51 -2.40 -0.05 0.320
H 9.16 -1.78 0.01 0.429
H 7.81 -0.66 -0.13 0.253
H 8.78 -2.70 -2.20 0.465
H 8.98 -0.95 -2.32 0.273
H 6.06 -2.24 -4.39 0.347
H 7.51 -3.14 -4.05 0.426
H 7.36 -0.32 -5.22 0.224
H 8.02 -1.78 -5.94 0.405
H 8.87 -1.01 -4.61 0.271
H 5.90 -0.63 -1.28 0.222
H 5.23 -0.71 -2.87 0.398
H 7.75 0.95 -2.26 0.278
H 6.11 1.56 -2.12 0.089
H 6.70 1.05 -3.69 0.277
C -4.45 -2.51 2.69 -1.306
C -4.43 -2.90 4.15 -0.514
N -5.59 -2.43 4.89 0.156
C -5.45 -2.53 6.33 -0.705
C -5.33 -3.93 6.95 -0.983
C -6.88 -2.81 4.34 -0.435
C -7.17 -4.31 4.16 -1.042
H -4.59 -1.43 2.56 0.279
H -3.51 -2.79 2.22 0.506
H -5.25 -3.02 2.14 0.229
H -3.54 -2.46 4.62 0.492
H -4.30 -3.99 4.22 0.266
H -6.29 -2.01 6.79 0.358
H -4.56 -1.96 6.61 0.414
H -6.28 -4.47 6.94 0.221
H -5.01 -3.84 7.99 0.405
H -4.58 -4.54 6.43 0.273
H -6.99 -2.33 3.37 0.064
H -7.66 -2.37 4.97 0.375
H -6.33 -4.83 3.70 0.252
H -8.03 -4.44 3.51 0.413
H -7.39 -4.80 5.11 0.288
C 4.64 3.14 0.22 -0.859
C 3.92 4.47 0.02 -0.566
N 2.64 4.52 0.70 0.249
C 1.79 5.62 0.27 -0.708
C 2.27 7.05 0.55 -1.037
C 2.68 4.26 2.13 -0.702
C 3.57 5.15 3.00 -1.028
H 3.99 2.31 -0.04 -0.070
H 5.53 3.10 -0.41 0.368
H 4.97 3.01 1.26 0.332
H 3.72 4.59 -1.05 0.471
H 4.59 5.29 0.30 0.274
H 0.80 5.48 0.72 0.394
H 1.64 5.51 -0.80 0.390
H 2.19 7.31 1.61 0.217
H 1.65 7.75 -0.01 0.415
H 3.31 7.20 0.24 0.277
H 3.00 3.22 2.27 0.248
H 1.66 4.29 2.50 0.468
H 4.56 5.29 2.57 0.253
H 3.71 4.69 3.98 0.389
H 3.14 6.14 3.17 0.261
```

8.
This record from OMol25 describes a structure of composition C8H13Cl2Mg2O6. The level of theory is ωB97M-V/def2-TZVPD.

Results
**HOMO (alpha / beta)**: -0.580 / -0.580 Ha
**Gap between HOMO and LUMO (alpha / beta)**: 8.84 / 2.58 eV
**Multiplicity**: 2
**Charge**: +2
**E**: -56714.8561 eV

```
31
Properties=species:S:1:pos:R:3:lowdin_spin:R:1
Mg -0.52 0.96 0.72 0.000
Mg -2.63 0.54 -1.96 0.000
C -3.50 -1.56 1.42 0.000
C -2.37 -0.55 1.12 0.000
O -1.53 -0.17 1.91 0.000
O -2.37 0.07 0.03 0.000
H -3.10 -2.54 1.66 0.000
H -4.28 -1.64 0.67 0.000
H -4.01 -1.26 2.34 0.000
C -2.09 4.68 -0.87 0.000
C -1.63 3.21 -0.91 0.000
O -2.23 2.52 -1.76 0.000
O -0.83 2.72 -0.10 0.000
H -2.80 4.80 -0.05 0.000
H -2.61 4.95 -1.80 0.000
H -1.24 5.33 -0.69 0.000
C 1.16 -1.41 -2.44 0.000
C 0.31 -0.37 -1.72 0.000
O 0.65 0.02 -0.57 0.002
O -0.67 0.16 -2.29 0.000
H 0.71 -2.39 -2.65 0.000
H 2.16 -1.44 -2.02 0.000
H 1.25 -1.02 -3.45 0.000
Cl 1.96 -1.82 2.47 0.191
C 3.74 -1.59 2.25 0.086
C 4.29 -2.28 1.04 0.114
Cl 6.02 -2.04 1.06 0.573
H 4.08 -2.11 3.14 0.002
H 4.01 -0.53 2.21 0.006
H 3.93 -1.92 0.07 0.000
H 4.12 -3.35 1.19 0.027
```